(1)
# C33H38EuN4S

A structure of composition C33H38EuN4S at a distorted geometry (ωB97M-V/def2-TZVPD, the OMol25 dataset).

Cartesian coordinates (Å):
Eu -0.1400 1.0763 0.5820
N 2.0265 1.4504 4.6914
N -1.8980 2.7115 -0.2605
C -0.2485 -2.0948 -0.0363
C -0.8831 -1.8154 1.1942
C 0.0943 -1.9724 2.2564
C -0.1440 -2.0004 3.6236
H -1.1720 -1.9750 3.9937
H 0.0714 -0.2626 4.4010
H 0.6741 -2.2603 4.2946
C 1.3757 -2.1041 1.5956
C 2.6783 -2.0769 2.2832
H 3.0083 -3.0605 2.6511
H 2.6289 -1.3944 3.1420
H 3.4502 -1.7035 1.6004
C 1.1495 -2.2734 0.2222
C 2.2001 -2.6106 -0.7720
H 2.8435 -1.7427 -0.9887
H 1.7601 -2.9467 -1.7176
H 2.8426 -3.4180 -0.3863
C -2.3198 -1.5587 1.4309
H -2.8577 -2.4786 1.7175
H -2.8077 -1.1656 0.5256
H -2.4568 -0.8258 2.2421
C -0.9458 -2.3549 -1.3276
H -0.2922 -2.1563 -2.1874
H -1.8489 -1.7355 -1.4373
H -1.2696 -3.4112 -1.3897
C 2.8703 2.4539 4.8351
H 3.6320 2.3518 5.6105
C 2.8720 3.6205 4.0535
H 3.6110 4.3885 4.2450
C 1.8596 3.7418 3.0976
H 1.8681 4.5399 2.3748
C 0.8474 2.7860 3.0332
H -0.0383 2.8587 2.3610
C 0.9216 1.6329 3.9052
C -0.1283 0.7251 3.9732
H -1.1072 1.1380 3.7114
C -1.6953 2.1234 -1.4299
C -3.2931 3.0047 -0.1932
H -3.7916 3.5292 0.6253
C -3.8542 2.6317 -1.3514
H -4.8441 2.6690 -1.7388
N -2.8768 1.9335 -2.0771
C -3.0897 0.8433 -2.9356
C -4.2790 0.0804 -2.9692
C -4.4327 -0.8657 -3.9961
H -5.3694 -1.4302 -4.0467
C -3.3981 -1.1562 -4.8868
C -3.6054 -2.0886 -6.0435
H -2.6850 -2.6325 -6.2744
H -3.8804 -1.5308 -6.9467
H -4.4026 -2.8122 -5.8485
C -2.1390 -0.5907 -4.6492
H -1.2697 -0.9185 -5.2285
C -1.9742 0.3925 -3.6640
C -0.6261 0.8906 -3.3391
H -0.6795 1.7752 -2.5538
H -0.0919 1.2032 -4.2440
H -0.0482 0.0835 -2.8631
C -5.2916 0.1441 -1.8817
H -5.7439 1.1308 -1.7432
H -4.8529 -0.1845 -0.9266
H -6.1070 -0.5473 -2.1199
S 2.3823 1.1726 -0.7108
C 3.7991 0.9052 0.2079
N 4.9959 0.7348 -0.4688
C 6.1900 0.5095 0.1640
C 6.2303 0.4897 1.5434
C 5.0311 0.5873 2.2644
C 3.8379 0.8512 1.6023
H 4.9663 0.7862 -1.4857
H 7.0513 0.3542 -0.4825
H 7.1836 0.3911 2.0594
H 5.0264 0.4576 3.3465
H 2.9000 1.0058 2.1412

As for the total charge: -1. As for the spin multiplicity: 7. Its LUMO energy (alpha / beta) is 1.7 / 1.7 eV. The HOMO-LUMO gap (alpha / beta) comes out at 3.58 / 4.47 eV. As for the expectation value of S²: 12.031.

---

(2)
# C33H38FN3OS2W

A structure of composition C33H38FN3OS2W (ωB97M-V/def2-TZVPD, the OMol25 dataset).

Cartesian coordinates (Å):
W 0.9154 -0.6292 0.3876
C -3.5013 -0.1410 -2.8715
C -2.3423 0.4115 -2.0393
C -1.6387 1.5504 -2.7811
C -2.7996 0.8476 -0.6628
C -3.7216 1.8832 -0.5671
C -4.1858 2.3145 0.6609
C -3.7079 1.6930 1.8009
C -2.7791 0.6543 1.7505
C -2.3218 0.1180 3.0959
C -0.9890 0.7294 3.5090
C -2.2820 -1.4024 3.2138
C -2.3102 0.2242 0.4955
N -1.3564 -0.8128 0.3480
C -1.8681 -1.9964 -0.0450
C -3.2482 -2.3143 -0.1472
C -3.7002 -3.5584 -0.5490
C -2.8208 -4.5822 -0.8798
C -1.4566 -4.3128 -0.7965
C -1.0321 -3.0744 -0.4023
F 0.3294 -2.8716 -0.3415
H -3.1390 -0.4553 -3.8527
H -4.2719 0.6173 -3.0250
H -3.9598 -1.0039 -2.3863
H -1.6127 -0.3883 -1.9068
H -2.3437 2.3365 -3.0629
H -1.1705 1.1714 -3.6921
H -0.8583 1.9950 -2.1634
H -4.0798 2.3551 -1.4735
H -4.8992 3.1268 0.7317
H -4.0528 2.0261 2.7736
H -3.0791 0.4751 3.8056
H -0.2095 0.4288 2.8031
H -0.6995 0.3727 4.5003
H -1.0414 1.8202 3.5261
H -1.4599 -1.8040 2.6341
H -3.2096 -1.8606 2.8680
H -2.1244 -1.6834 4.2577
H -3.9647 -1.5450 0.1094
H -4.7695 -3.7301 -0.6009
H -3.1738 -5.5529 -1.1965
H -0.7073 -5.0547 -1.0392
S 3.4145 -0.4805 0.1978
C 3.7893 1.2033 0.3354
C 5.1177 1.6336 0.2424
C 5.4756 2.9687 0.3654
C 6.8534 3.3458 0.2475
N 7.9647 3.6486 0.1472
C 4.4736 3.9343 0.5928
C 3.1525 3.5190 0.6972
C 2.7832 2.1804 0.5719
S 1.0941 1.7569 0.6692
C 4.7935 5.3228 0.7275
N 5.0408 6.4445 0.8456
H 5.8873 0.8961 0.0574
H 2.3798 4.2567 0.8763
C 2.4271 -0.0660 3.4215
O 2.0406 -1.4096 3.2233
C 1.2819 -1.7141 2.0892
C 1.0530 -3.2178 2.2411
H 1.6818 0.6293 3.0286
H 3.3818 0.1432 2.9320
H 2.5345 0.0728 4.5013
H 1.2168 -3.5025 3.2843
H 1.7441 -3.8015 1.6239
H 0.0419 -3.5201 1.9628
C 2.5184 0.9169 -2.9687
C 1.9372 -0.4912 -2.8722
C 1.5411 -0.9727 -4.2724
C 0.7575 -0.5309 -1.8940
H 3.4040 0.9485 -3.6117
H 2.7948 1.2952 -1.9864
H 1.7684 1.5976 -3.3869
H 2.7379 -1.1533 -2.5128
H 0.7444 -0.3389 -4.6769
H 1.1621 -1.9971 -4.2398
H 2.3850 -0.9429 -4.9697
H 0.0862 -1.3471 -2.2150
H 0.1830 0.3944 -2.0648

As for the total charge: -2. As for the spin multiplicity: 3. Its LUMO energy (alpha / beta) is 4.5 / 4.5 eV. Its energy above the lowest of the compared OMol25 structures with the same formula, charge and spin is 3.6 kcal per mole. The HOMO-LUMO gap (alpha / beta) comes out at 4.45 / 4.96 eV. As for the expectation value of S²: 2.081.

---

(3)
# C33H38HfN2P2SSbSe4Te

A structure of composition C33H38HfN2P2SSbSe4Te at a distorted geometry (ωB97M-V/def2-TZVPD, the OMol25 dataset).

Cartesian coordinates (Å):
Hf 0.4743 -0.7353 -1.5879
C -1.7621 -1.9280 1.6208
C -0.6795 -1.1597 2.3743
P 0.6861 -0.4902 1.3423
C 1.3497 0.8203 2.4142
C 0.7227 2.0662 2.4256
C 1.1129 3.0476 3.3224
C 2.1415 2.7954 4.2211
C 2.7615 1.5552 4.2274
C 2.3622 0.5667 3.3377
C 1.9713 -1.7860 1.3891
C 1.7134 -3.0813 1.8316
C 2.7397 -4.0135 1.9020
C 4.0207 -3.6711 1.5041
C 4.2834 -2.3906 1.0341
C 3.2671 -1.4556 0.9806
C -2.7961 -1.0443 0.9264
P -2.2083 -0.0480 -0.5100
C -3.6141 -0.1638 -1.6564
C -4.6378 0.7799 -1.6960
C -5.7143 0.6074 -2.5540
C -5.7825 -0.5108 -3.3715
C -4.7734 -1.4623 -3.3247
C -3.6935 -1.2912 -2.4741
C -2.2136 1.7105 -0.0165
C -2.0573 2.6871 -1.0098
C -2.0090 4.0308 -0.6735
C -2.1124 4.4302 0.6570
C -2.2688 3.4731 1.6466
C -2.3204 2.1240 1.3080
H -2.2957 -2.5495 2.3437
H -1.3187 -2.6231 0.8986
H -0.1894 -1.7863 3.1236
H -1.1143 -0.3190 2.9210
H -0.0884 2.2684 1.7355
H 0.6089 4.0064 3.3302
H 2.4517 3.5585 4.9226
H 3.5533 1.3481 4.9350
H 2.8454 -0.4006 3.3641
H 0.7232 -3.3849 2.1460
H 2.5240 -5.0111 2.2550
H 4.8169 -4.4025 1.5514
H 5.2819 -2.1228 0.7147
H 3.4885 -0.4529 0.6328
H -3.3096 -0.4081 1.6521
H -3.5703 -1.6760 0.4873
H -4.6132 1.6519 -1.0562
H -6.5030 1.3478 -2.5792
H -6.6212 -0.6411 -4.0425
H -4.8189 -2.3374 -3.9596
H -2.9066 -2.0345 -2.4569
H -1.9842 2.3859 -2.0484
H -1.9341 4.7755 -1.4578
H -2.1042 5.4818 0.9144
H -2.3660 3.7673 2.6838
H -2.4496 1.4001 2.1027
Se 2.0683 -1.2486 -6.1632
Sb 1.7315 0.3190 -4.4614
Se -0.7094 0.2033 -3.6119
Se 2.8956 -0.5721 -2.2663
Se 2.0815 2.7117 -4.5806
Te -0.2260 -3.2266 -2.5965
C 0.6701 -4.7163 -1.3897
C 0.0823 -5.4344 -0.3827
C 0.8623 -6.5484 0.0271
C 2.0190 -6.6619 -0.6881
S 2.1582 -5.4205 -1.8454
H -0.8969 -5.2080 0.0180
H 0.5687 -7.2470 0.7979
H 2.7828 -7.4174 -0.5890
N 1.7021 4.6026 -1.7589
C 2.7868 3.6411 -1.3231
C 2.1970 2.4262 -0.6240
N 0.9939 1.8870 -1.2614
H 2.0613 5.2909 -2.4184
H 1.2655 5.0913 -0.9790
H 0.9731 4.0712 -2.2466
H 3.4847 4.1926 -0.6967
H 3.2578 3.3424 -2.2586
H 1.9745 2.6261 0.4207
H 2.9864 1.6724 -0.6483
H 1.0151 2.0087 -2.2782
H 0.1443 2.3104 -0.9003

As for the total charge: +1. Its LUMO energy is -3.1 eV. Its energy above the lowest of the compared OMol25 structures with the same formula, charge and spin is 32.6 kcal per mole. The HOMO-LUMO gap comes out at 6.54 eV.

---

no.,calculated total energy (eV)
1,-70956.289
2,-67569.062
3,-343751.799